No. 1
Molecular formula: C25H51F13O24P6
Method: DFT, ωB97M-V/def2-TZVPD

Each line ends with the Löwdin charge.
Atoms and positions in Å:
C  5.675  -2.288  3.246  0.12
C  5.481  -2.334  1.961  -0.21
O  5.111  -2.269  0.572  -0.21
P  5.393  -3.820  -0.179  0.71
O  6.938  -3.916  -0.368  -0.29
O  4.674  -3.683  -1.754  -0.16
O  4.753  -5.124  0.726  -0.20
C  3.395  -5.454  0.303  -0.20
C  2.352  -4.196  0.516  -0.05
C  1.036  -4.808  1.178  -0.24
F  1.290  -5.530  2.418  0.05
F  0.540  -5.830  0.250  0.02
C  -0.192  -3.796  1.428  -0.15
F  -1.234  -3.954  0.418  0.06
F  -0.841  -4.274  2.652  0.04
C  0.188  -2.265  1.734  -0.14
F  -0.934  -1.729  2.501  0.06
F  1.297  -2.226  2.677  0.07
C  0.586  -1.354  0.464  -0.16
F  2.014  -1.084  0.611  0.06
F  0.435  -1.979  -0.814  0.09
C  -0.133  0.081  0.392  -0.13
F  -1.586  -0.001  0.308  0.06
F  0.171  0.781  1.636  0.07
C  0.328  1.062  -0.795  -0.25
F  -0.808  1.320  -1.660  0.07
F  1.390  0.612  -1.621  0.10
F  0.699  2.344  -0.261  0.08
H  5.888  -1.981  4.336  0.07
H  4.534  -2.718  -1.960  0.10
H  3.365  -5.704  -0.835  0.13
H  3.011  -6.424  0.821  0.15
H  2.922  -3.456  1.198  0.12
H  2.221  -3.736  -0.527  0.13
C  -3.773  0.550  -5.924  -0.15
O  -2.743  1.029  -6.787  -0.25
P  -2.559  2.743  -6.839  0.71
O  -2.235  2.676  -8.327  -0.26
O  -1.156  2.634  -5.996  -0.25
C  -1.234  2.321  -4.619  -0.14
O  -2.421  4.458  -6.832  -0.25
C  -3.379  5.143  -7.627  -0.15
H  -4.391  -0.161  -6.476  0.08
H  -3.320  0.038  -5.071  0.08
H  -4.407  1.364  -5.562  0.07
H  -1.033  1.257  -4.476  0.09
H  -2.215  2.565  -4.208  0.06
H  -0.473  2.893  -4.083  0.09
H  -4.383  4.775  -7.410  0.08
H  -3.154  5.019  -8.688  0.08
H  -3.332  6.207  -7.384  0.08
C  0.864  -5.036  7.945  -0.16
O  1.900  -4.567  7.085  -0.25
P  2.075  -2.853  7.002  0.71
O  2.414  -2.936  5.518  -0.26
O  3.468  -2.942  7.863  -0.25
C  3.378  -3.240  9.244  -0.13
O  2.195  -1.136  7.004  -0.25
C  1.241  -0.463  6.193  -0.14
H  0.256  -5.761  7.400  0.09
H  1.310  -5.528  8.813  0.08
H  0.220  -4.219  8.283  0.07
H  3.584  -4.302  9.397  0.09
H  2.392  -2.999  9.645  0.08
H  4.130  -2.660  9.781  0.09
H  0.237  -0.841  6.397  0.08
H  1.481  -0.589  5.135  0.07
H  1.274  0.602  6.433  0.09
C  -6.200  7.439  -3.054  -0.15
O  -6.032  6.098  -3.507  -0.25
P  -5.123  5.071  -2.462  0.72
O  -4.499  4.376  -3.668  -0.26
O  -6.488  4.264  -2.046  -0.27
C  -7.411  4.917  -1.195  -0.12
O  -4.222  4.095  -1.368  -0.25
C  -2.811  4.267  -1.425  -0.13
H  -5.933  8.120  -3.864  0.09
H  -7.248  7.601  -2.785  0.08
H  -5.568  7.655  -2.188  0.07
H  -8.219  5.339  -1.796  0.09
H  -6.933  5.712  -0.619  0.08
H  -7.836  4.186  -0.506  0.08
H  -2.557  5.328  -1.390  0.09
H  -2.407  3.815  -2.332  0.06
H  -2.367  3.768  -0.560  0.09
C  10.440  1.443  0.413  -0.16
O  9.530  0.345  0.408  -0.25
P  8.070  0.597  -0.476  0.72
O  7.280  -0.200  0.555  -0.24
O  8.589  -0.429  -1.645  -0.25
C  9.624  0.010  -2.505  -0.13
O  6.658  0.925  -1.405  -0.25
C  5.675  1.715  -0.750  -0.15
H  10.743  1.643  1.442  0.08
H  11.324  1.182  -0.174  0.08
H  9.984  2.346  -0.003  0.07
H  10.576  -0.402  -2.161  0.09
H  9.689  1.099  -2.535  0.08
H  9.429  -0.362  -3.512  0.09
H  6.134  2.601  -0.306  0.08
H  5.167  1.131  0.021  0.08
H  4.937  2.032  -1.490  0.08
C  -7.167  1.192  -0.748  -0.16
O  -6.994  -0.149  -1.195  -0.25
P  -6.082  -1.176  -0.153  0.71
O  -5.453  -1.867  -1.358  -0.25
O  -7.442  -1.992  0.266  -0.25
C  -8.370  -1.344  1.116  -0.13
O  -5.172  -2.136  0.946  -0.24
C  -3.765  -1.942  0.886  -0.16
H  -6.901  1.868  -1.563  0.07
H  -8.216  1.352  -0.481  0.08
H  -6.535  1.414  0.117  0.08
H  -9.182  -0.930  0.513  0.09
H  -7.901  -0.544  1.691  0.08
H  -8.790  -2.078  1.806  0.09
H  -3.529  -0.878  0.919  0.06
H  -3.357  -2.389  -0.023  0.08
H  -3.310  -2.433  1.749  0.08

Computed properties:
2S+1   1
Energy   -6134.6702 a.u.
SMILES   C#CO[P@](=O)(O)OCCC(F)(F)C(F)(F)C(F)(F)C(F)(F)C(F)(F)C(F)(F)F.COP(=O)(OC)OC.COP(=O)(OC)OC.COP(=O)(OC)OC.COP(=O)(OC)OC.COP(=O)(OC)OC
Highest occupied orbital energy   -8.92 eV
HOMO-LUMO gap   5.7 eV
Molar mass   1168.5 g/mol



No. 2
Molecular formula: C39H36ClMoN3Si2
Method: DFT, ωB97M-V/def2-TZVPD

Each line ends with the Löwdin charge.
Atoms and positions in Å:
C  -1.903  -0.505  4.008  -0.16
C  -2.319  0.047  2.751  -0.18
C  -2.228  -0.995  1.767  -0.21
H  -2.744  1.030  2.580  0.12
C  -1.739  -2.184  2.419  -0.20
C  -1.566  -1.878  3.804  -0.15
H  -1.334  -2.596  4.587  0.13
H  -1.978  -0.006  4.970  0.13
H  -2.589  -0.929  0.754  0.10
H  -1.601  -3.155  1.955  0.11
Mo  -0.239  -0.613  2.500  1.36
Si  0.992  1.297  -0.205  0.47
C  -0.201  2.699  -0.788  -0.32
C  0.435  3.723  -1.489  -0.13
H  1.501  3.642  -1.705  0.09
C  -0.276  4.864  -1.861  -0.08
H  0.233  5.674  -2.377  0.11
C  -1.637  4.976  -1.549  -0.08
H  -2.189  5.878  -1.821  0.11
C  -2.286  3.937  -0.878  -0.08
H  -3.353  4.000  -0.651  0.11
C  -1.557  2.817  -0.449  -0.13
H  -2.044  2.075  0.190  0.08
C  0.270  -0.247  -0.971  -0.39
C  -1.137  -0.456  -1.115  -0.24
H  -1.839  0.378  -1.102  0.11
C  -1.619  -1.797  -1.399  -0.21
H  -2.669  -1.943  -1.691  0.15
C  -0.864  -2.877  -0.787  -0.11
H  -1.376  -3.779  -0.451  0.12
C  0.486  -2.699  -0.727  -0.13
H  1.167  -3.424  -0.284  0.12
C  1.012  -1.469  -1.279  -0.32
H  2.076  -1.392  -1.516  0.12
H  0.098  1.123  1.000  -0.06
Si  -0.324  -1.288  -2.710  0.67
C  0.080  -2.536  -4.070  -0.16
C  -0.679  -2.501  -5.244  -0.02
H  -1.484  -1.772  -5.348  0.12
C  -0.416  -3.391  -6.295  -0.02
H  -1.039  -3.381  -7.192  0.13
C  0.639  -4.308  -6.185  0.01
H  0.834  -5.022  -6.992  0.14
C  1.425  -4.316  -5.022  0.00
H  2.254  -5.022  -4.938  0.13
C  1.145  -3.435  -3.968  -0.03
H  1.770  -3.454  -3.072  0.11
C  -0.462  0.308  -3.782  -0.22
C  -1.732  0.844  -3.957  -0.08
H  -2.622  0.284  -3.661  0.12
C  -1.876  2.139  -4.479  -0.04
H  -2.869  2.582  -4.535  0.12
C  -0.748  2.859  -4.870  -0.05
H  -0.857  3.881  -5.239  0.12
C  0.522  2.291  -4.744  -0.05
H  1.407  2.863  -5.022  0.12
C  0.668  1.005  -4.204  -0.06
H  1.662  0.568  -4.091  0.12
H  2.189  2.098  0.017  0.00
Cl  2.190  -0.263  1.225  0.18
N  0.983  0.072  5.515  0.12
C  0.867  1.283  4.804  -0.28
C  1.307  2.456  5.423  0.01
C  1.147  3.667  4.766  -0.01
C  0.433  3.665  3.560  -0.03
C  -0.084  2.479  3.077  -0.12
N  0.270  1.267  3.597  -0.02
C  1.604  -1.084  5.006  -0.27
C  2.560  -1.717  5.802  0.02
C  3.173  -2.870  5.324  0.00
C  2.745  -3.384  4.088  -0.03
C  1.757  -2.735  3.373  -0.13
N  1.226  -1.554  3.806  -0.08
H  1.283  0.243  6.473  0.14
H  1.789  2.342  6.394  0.13
H  1.544  4.589  5.187  0.13
H  0.243  4.578  2.997  0.12
H  -0.769  2.470  2.223  0.08
H  2.791  -1.251  6.762  0.13
H  3.952  -3.364  5.901  0.13
H  3.163  -4.302  3.681  0.12
H  1.357  -3.102  2.423  0.10

Computed properties:
Total charge   +2
2S+1   3
Energy above the lowest of the compared OMol25 structures with the same formula, charge and spin   124.9 kcal/mol
Energy   -2778.7092 a.u.
Highest occupied orbital energy (alpha / beta)   -11.94 / -11.96 eV
HOMO-LUMO gap (alpha / beta)   6.4 / 2.6 eV
Molar mass   734.3 g/mol



No. 3
Molecular formula: C30H33BrN7O5Sn
Method: DFT, ωB97M-V/def2-TZVPD

Each line ends with the Löwdin charge.
Atoms and positions in Å:
Sn  0.132  -0.785  0.964  1.44
O  0.324  -0.259  3.240  -0.13
C  -0.551  -1.135  3.980  -0.10
C  -0.307  -2.528  3.483  -0.22
C  -0.431  -3.650  4.276  0.04
C  -0.090  -4.883  3.740  0.03
C  0.394  -4.950  2.442  0.02
C  0.500  -3.790  1.704  -0.06
N  0.131  -2.599  2.214  0.01
H  1.205  -0.219  3.639  0.14
H  -1.562  -0.799  3.756  0.13
H  -0.379  -1.046  5.051  0.16
H  -0.774  -3.557  5.298  0.14
H  -0.173  -5.780  4.340  0.14
H  0.692  -5.891  2.003  0.14
H  0.866  -3.792  0.688  0.12
O  6.330  -0.618  -2.002  -0.03
C  6.169  -1.414  -0.861  -0.19
C  4.819  -1.133  -0.279  -0.11
C  4.443  -1.652  0.962  0.04
C  3.180  -1.410  1.439  -0.07
N  2.295  -0.652  0.757  0.01
C  2.662  -0.105  -0.426  -0.16
C  3.900  -0.346  -0.974  0.10
C  1.643  0.750  -1.088  -0.17
C  2.018  1.821  -1.881  0.09
C  1.037  2.622  -2.453  -0.12
C  1.358  3.786  -3.357  -0.18
O  0.566  3.634  -4.513  -0.02
C  -0.298  2.302  -2.207  0.05
C  -0.602  1.251  -1.377  -0.07
N  0.350  0.482  -0.828  0.00
H  7.228  -0.700  -2.342  0.12
H  6.931  -1.225  -0.097  0.15
H  6.212  -2.487  -1.097  0.16
H  5.126  -2.255  1.544  0.15
H  2.853  -1.808  2.391  0.12
H  4.173  0.072  -1.933  0.14
H  3.067  2.042  -2.027  0.14
H  2.429  3.828  -3.563  0.14
H  1.085  4.710  -2.834  0.14
H  1.075  3.837  -5.305  0.11
H  -1.090  2.874  -2.672  0.14
H  -1.625  0.967  -1.165  0.13
Br  -4.316  -5.436  -4.750  0.86
C  -3.305  -4.431  -3.527  -0.66
C  -2.063  -4.905  -3.119  -0.09
C  -1.318  -4.166  -2.221  0.01
C  -1.831  -2.970  -1.714  -0.15
C  -3.079  -2.501  -2.132  0.01
C  -3.812  -3.228  -3.048  -0.09
C  -1.066  -2.218  -0.749  -0.50
O  0.211  -2.288  -0.647  -0.07
O  -1.633  -1.373  0.063  -0.08
H  -1.687  -5.838  -3.512  0.12
H  -0.345  -4.520  -1.910  0.12
H  -3.469  -1.570  -1.744  0.12
H  -4.774  -2.873  -3.389  0.12
C  -1.559  5.613  0.164  -0.06
C  -2.806  5.036  0.832  -0.39
C  -3.574  4.108  -0.106  -0.06
C  -2.475  4.358  2.168  -0.07
N  -1.916  3.001  1.984  -0.06
C  -2.540  1.821  2.013  -0.05
N  -1.648  0.890  1.740  0.02
N  -0.490  1.549  1.549  -0.09
N  -0.629  2.809  1.695  0.15
H  -1.792  5.951  -0.845  0.09
H  -0.759  4.871  0.099  0.06
H  -1.173  6.468  0.719  0.09
H  -3.467  5.862  1.103  0.15
H  -2.918  3.340  -0.530  0.06
H  -3.984  4.676  -0.939  0.10
H  -4.414  3.616  0.391  0.09
H  -3.365  4.238  2.783  0.14
H  -1.728  4.921  2.725  0.14
H  -3.587  1.677  2.221  0.16

Computed properties:
Total charge   +3
2S+1   1
Energy above the lowest of the compared OMol25 structures with the same formula, charge and spin   25.3 kcal/mol
Energy   -4709.9297 a.u.
Highest occupied orbital energy   -15.41 eV
HOMO-LUMO gap   6.3 eV
Molar mass   770.3 g/mol



No. 4
Molecular formula: C22H27N3O4S
Method: DFT, ωB97M-V/def2-TZVPD

Each line ends with the natural charge from an NBO analysis.
Atoms and positions in Å:
C  -2.145  -2.746  -1.048  -0.72
C  -2.866  -2.126  0.126  0.70
O  -2.735  -2.505  1.276  -0.67
N  -3.659  -1.084  -0.198  -0.62
H  -3.679  -0.737  -1.145  0.41
C  -4.456  -0.365  0.786  -0.06
C  -5.557  0.363  0.058  -0.05
C  -5.254  1.450  -0.755  -0.18
C  -6.260  2.105  -1.444  -0.22
C  -7.573  1.681  -1.329  -0.21
C  -7.880  0.600  -0.521  -0.20
C  -6.875  -0.057  0.169  -0.20
H  -7.117  -0.902  0.798  0.21
H  -8.902  0.267  -0.426  0.22
H  -8.357  2.194  -1.867  0.22
H  -6.016  2.949  -2.072  0.22
H  -4.233  1.793  -0.836  0.23
C  -3.597  0.599  1.657  -0.50
C  -2.263  0.893  0.989  0.70
O  -2.103  1.807  0.210  -0.62
N  -1.296  0.001  1.350  -0.62
C  -0.024  -0.158  0.804  0.16
C  0.582  0.813  0.006  -0.20
C  1.840  0.579  -0.516  -0.17
C  2.492  -0.607  -0.241  -0.36
C  1.906  -1.575  0.553  -0.18
C  0.648  -1.353  1.077  -0.25
H  0.167  -2.104  1.686  0.23
H  2.446  -2.490  0.741  0.25
S  4.113  -0.869  -0.944  2.32
O  4.627  -2.131  -0.485  -0.95
O  4.055  -0.638  -2.359  -0.94
N  4.945  0.417  -0.257  -0.68
C  6.107  0.861  -1.000  -0.23
C  6.572  2.205  -0.448  -0.40
C  6.892  2.067  1.038  -0.40
C  5.670  1.525  1.776  -0.40
C  5.224  0.208  1.146  -0.23
H  6.001  -0.560  1.274  0.19
H  4.305  -0.156  1.611  0.22
H  5.898  1.364  2.831  0.21
H  4.852  2.244  1.703  0.20
H  7.729  1.377  1.167  0.20
H  7.183  3.034  1.454  0.21
H  7.451  2.540  -1.001  0.21
H  5.777  2.939  -0.583  0.20
H  6.921  0.124  -0.923  0.18
H  5.804  0.936  -2.045  0.24
H  2.329  1.306  -1.144  0.24
H  0.059  1.731  -0.205  0.25
H  -1.602  -0.784  1.916  0.43
H  -4.137  1.537  1.785  0.24
H  -3.426  0.151  2.635  0.23
H  -4.888  -1.125  1.449  0.23
H  -1.646  -3.655  -0.726  0.24
H  -1.397  -2.049  -1.423  0.24
H  -2.843  -2.976  -1.849  0.23

Computed properties:
2S+1   1
Energy above the lowest of the compared OMol25 structures with the same formula, charge and spin   8.5 kcal/mol
Energy   -1718.0049 a.u.
SMILES   CC(=O)N[C@@H](CC(=O)Nc1ccc(S(=O)(=O)N2CCCCC2)cc1)c1ccccc1
Highest occupied orbital energy   -8.91 eV
HOMO-LUMO gap   9.6 eV
Molar mass   429.5 g/mol



Question: Which value of molar mass does entry 2 give?
Answer: 734.3 g/mol